(1)
104
Properties=species:S:1:pos:R:3:forces:R:3:mulliken_spin:R:1 method="wB97M-V/def2-TZVPD" e_homo_ev="-3.61 / -4.66" e_lumo_ev="1.92 / 1.92" gap_ev="5.5 / 6.6" total_energy_ha=-4911.5371 fmax_ev_per_a=4.0 e_above_lowest_kcal_mol=35.79 charge=-1 spin_multiplicity=5
Cr -0.237700 0.045700 -0.123200 0.5 -0.1 1.3 3.888
C -7.238200 -0.564400 2.226600 0.1 0.0 -0.1 0.000
C -5.833200 -0.047600 2.347000 0.0 0.0 0.0 0.001
C -5.545500 1.136600 3.013800 -0.1 -0.2 0.0 0.000
C -4.244400 1.613400 3.085200 0.1 0.1 0.0 -0.004
C -3.224400 0.900500 2.486500 0.4 0.3 0.1 -0.045
C -3.493600 -0.280600 1.821300 -0.2 -0.2 -0.1 -0.029
C -4.791500 -0.752800 1.749500 0.2 0.1 0.1 0.001
S -1.520200 1.500800 2.452500 0.4 -0.1 -1.0 0.078
O -0.708000 0.559300 3.188000 -0.3 -0.1 0.1 0.004
O -1.559200 2.847100 2.970600 -0.4 0.1 -0.1 -0.001
N -1.132300 1.415000 0.894200 -1.2 0.8 2.8 0.003
C -1.666200 2.505500 0.126000 0.0 0.6 -0.6 0.029
C -0.991300 2.492900 -1.267500 -0.8 0.7 0.8 0.024
O -1.164000 3.411700 -2.050000 0.0 0.2 -0.2 0.009
O -0.295100 1.448200 -1.473500 0.7 -0.7 -0.8 0.049
H -7.918900 -0.010500 2.869000 -0.1 0.0 0.0 0.000
H -7.280800 -1.622300 2.486000 -0.1 0.0 0.0 0.000
H -7.578600 -0.460300 1.195700 -0.1 0.0 0.0 0.000
H -6.350700 1.687700 3.481000 -0.1 0.1 0.0 0.000
H -4.011100 2.536200 3.593600 0.0 0.1 0.0 0.000
H -2.664000 -0.807300 1.372500 0.0 -0.1 -0.1 0.112
H -5.002800 -1.676500 1.227500 0.0 -0.1 0.0 0.002
H -1.482800 3.461500 0.632900 -0.1 0.0 -0.3 -0.001
H -2.754300 2.397700 -0.024200 0.1 0.2 -0.1 -0.011
C 0.405000 -2.142900 4.541400 -0.1 0.1 -0.3 0.002
C -0.709300 -2.932600 3.856600 0.0 -0.1 -0.1 0.000
C -2.047800 -2.269900 4.178100 0.1 0.1 -0.3 0.002
C -0.733300 -4.336900 4.457700 0.1 0.1 -0.3 0.000
Si -0.413900 -2.916300 1.936400 0.0 -0.6 0.6 0.041
O -0.339600 -1.491500 1.283900 0.1 0.6 -0.3 -0.459
C 1.227200 -3.856900 1.536200 -0.4 0.2 0.2 -0.006
C 1.507100 -5.183900 1.855500 -0.1 -0.1 0.1 0.003
C 2.698500 -5.788700 1.493200 0.0 -0.2 0.0 0.000
C 3.652800 -5.081700 0.784800 0.1 0.0 -0.1 0.000
C 3.413100 -3.753200 0.479800 0.2 0.0 -0.1 0.003
C 2.225400 -3.153200 0.863100 -0.2 0.2 -0.1 0.014
C -1.816600 -4.019500 1.183200 0.2 0.3 0.2 0.012
C -2.788300 -3.455400 0.361300 0.0 0.2 0.1 0.020
C -3.818200 -4.202400 -0.187400 -0.2 0.0 -0.1 0.004
C -3.919700 -5.555700 0.088700 0.0 0.0 -0.1 0.001
C -2.967600 -6.143300 0.905000 0.1 -0.3 0.1 -0.001
C -1.932500 -5.386800 1.429200 0.0 -0.1 0.1 0.002
H 0.310300 -2.203500 5.626900 0.0 0.0 0.2 0.000
H 0.338600 -1.101100 4.246200 0.1 0.2 0.0 0.002
H 1.378800 -2.546200 4.261500 0.3 0.0 0.1 0.000
H -2.249900 -2.318700 5.250100 0.0 0.0 0.2 0.000
H -2.866100 -2.763300 3.654300 -0.2 -0.1 0.0 0.000
H -2.020500 -1.227100 3.882000 -0.1 0.1 0.0 0.000
H -0.963500 -4.271600 5.523500 0.0 0.0 0.1 0.000
H 0.234300 -4.820900 4.348200 0.1 -0.2 0.0 0.000
H -1.501600 -4.945300 3.987400 -0.1 -0.2 0.0 0.000
H 0.788900 -5.768600 2.408000 -0.1 -0.1 0.1 0.000
H 2.889600 -6.816200 1.771100 0.0 -0.1 0.0 0.000
H 4.570800 -5.563800 0.477600 0.1 0.0 0.0 0.000
H 4.156800 -3.178200 -0.053600 0.1 0.1 -0.1 0.000
H 2.051900 -2.112500 0.635100 0.0 0.1 -0.1 0.012
H -2.720900 -2.404800 0.128800 0.0 0.2 -0.1 0.032
H -4.545500 -3.727500 -0.835000 0.0 0.0 0.0 0.000
H -4.719800 -6.149800 -0.337000 0.0 0.0 0.0 0.000
H -3.030800 -7.199200 1.141000 0.0 0.0 0.0 0.000
H -1.188400 -5.886300 2.030000 0.0 -0.1 0.1 0.000
S 4.997600 0.282600 -4.391900 -0.1 0.0 0.0 -0.001
C 3.699200 0.150700 -3.174000 -0.5 0.0 0.6 0.016
C 3.460900 1.165500 -2.246900 0.4 -0.4 -0.9 -0.023
C 2.609500 0.920700 -1.192500 -0.5 -0.3 0.4 0.043
N 1.988100 -0.254800 -0.986000 0.9 0.1 -0.8 -0.057
C 2.222900 -1.217300 -1.897600 -0.3 0.3 0.6 0.046
C 3.035000 -1.063600 -2.993200 0.4 0.4 -0.4 -0.012
C 6.190300 -0.310900 -3.207500 0.4 -0.1 0.3 0.000
C 6.892500 0.589700 -2.407400 -0.3 -0.3 -0.5 0.001
C 7.676500 0.087300 -1.390100 0.3 -0.1 0.3 0.000
N 7.813000 -1.209600 -1.127200 0.0 0.0 0.0 0.001
C 7.154500 -2.059400 -1.910800 0.2 -0.2 0.2 0.000
C 6.339600 -1.675000 -2.955400 -0.1 0.5 -0.3 0.001
H 3.953500 2.120000 -2.348700 0.0 0.1 0.1 -0.001
H 2.417300 1.691500 -0.457000 -0.1 0.0 0.0 0.000
H 1.738400 -2.168500 -1.724400 0.0 0.0 0.0 0.006
H 3.179700 -1.876100 -3.689200 0.0 -0.1 0.0 0.000
H 6.807000 1.650600 -2.581600 0.0 0.1 0.0 0.000
H 8.228800 0.753200 -0.736800 0.0 0.1 0.0 0.000
H 7.295900 -3.108300 -1.673400 -0.1 0.0 -0.1 0.000
H 5.819900 -2.404500 -3.556900 -0.1 -0.1 0.0 0.000
C 4.412700 0.415700 3.958300 -0.2 -0.2 0.0 0.000
N 3.521900 1.403400 3.400900 0.3 -0.2 0.2 0.001
C 2.464200 1.148400 2.591500 0.2 0.4 -0.2 -0.007
N 2.081200 -0.120400 2.397000 0.3 -0.1 0.3 0.019
S 1.737400 2.426900 1.821000 0.1 0.6 -0.1 0.003
H 5.225000 0.930200 4.465900 0.0 0.0 0.0 0.000
H 4.839200 -0.230400 3.184400 0.0 0.0 0.0 0.000
H 3.892300 -0.209700 4.688800 0.1 -0.1 0.0 0.000
H 3.821900 2.364700 3.385300 -0.2 -0.1 -0.1 0.000
H 2.408000 -0.836100 3.028100 0.0 0.0 0.0 0.001
H 1.151000 -0.275500 2.006700 0.1 -0.1 0.2 0.000
N -0.310700 -5.137500 -1.259900 -0.5 0.3 -0.8 0.013
C -1.117000 -4.644300 -2.242300 0.5 -0.2 0.4 0.016
N -1.667700 -5.544700 -3.116000 0.1 0.2 0.3 0.009
N -1.326600 -3.384600 -2.492800 -0.6 -1.2 -1.2 0.005
C -0.894600 -2.377400 -1.833800 0.8 2.0 1.1 0.127
N -0.578000 -1.367100 -1.340200 -0.9 -3.1 -2.3 0.003
H -0.498200 -6.071400 -0.932500 0.1 0.0 0.1 0.000
H 0.033200 -4.495400 -0.557100 -0.1 0.0 0.0 -0.002
H -1.873200 -6.471100 -2.780500 0.0 0.0 0.0 0.001
H -2.343900 -5.138300 -3.742000 0.0 0.0 0.1 -0.001

---

(2)
132
Properties=species:S:1:pos:R:3:forces:R:3:mulliken_charge:R:1 method="wB97M-V/def2-TZVPD" e_homo_ev=-5.55 e_lumo_ev=1.38 gap_ev=6.9 total_energy_ha=-8379.5302 fmax_ev_per_a=3.6 charge=-1
C -2.606020 1.776834 -7.653617 -0.8 -1.0 0.7 -1.290
C -1.687199 0.603962 -7.061043 -0.2 0.1 -1.0 -0.011
C -0.208363 0.560978 -7.646169 0.1 0.8 1.1 0.343
F -0.161167 0.092688 -9.027418 -0.5 0.6 1.2 -0.386
Ga 1.101600 -0.510921 -6.404981 -1.1 -0.6 -0.3 -0.619
C -0.104050 -1.959386 -5.491550 0.1 -0.8 0.0 -0.329
C 0.473459 -2.452625 -4.083113 -0.6 -0.7 0.0 -0.745
C -0.675447 -2.641720 -2.968448 0.7 -0.9 -1.9 0.782
F -1.672046 -1.651259 -3.017065 1.7 -1.7 0.6 -0.265
F -1.305198 -3.889974 -3.298958 0.6 2.2 1.0 -0.396
C -0.074140 -2.864452 -1.486525 -1.7 -0.9 -0.5 0.514
F 1.060083 -3.667797 -1.637826 -2.0 1.5 1.0 -0.290
F -1.102228 -3.555172 -0.766929 2.4 0.9 -0.8 -0.287
C 0.187107 -1.491582 -0.700187 -1.0 0.6 -1.8 0.115
F 0.636711 -0.566537 -1.655993 -0.3 -1.7 2.3 0.167
F -1.107891 -1.029934 -0.307541 3.2 -1.1 -0.9 -0.688
C 1.150491 -1.624049 0.567190 0.5 -0.5 0.5 0.595
F 2.459744 -2.035399 0.221030 -3.0 0.7 0.5 -0.271
F 0.548184 -2.598702 1.405376 1.4 2.0 -1.6 -0.171
C 1.338593 -0.276514 1.410819 -0.4 1.8 -0.2 0.359
F 0.122068 0.073436 2.037564 2.6 -1.0 -0.9 -0.138
F 1.657796 0.838694 0.593858 -0.6 -2.5 1.3 -0.326
C 2.544917 -0.353151 2.482029 1.3 -1.6 0.1 0.557
F 2.678891 -1.660779 3.026326 -0.8 2.5 -1.1 -0.271
F 3.784411 -0.106677 1.847329 -2.9 -0.1 1.3 -0.283
C 2.358292 0.621295 3.731430 1.0 -0.5 1.9 0.519
F 1.320949 0.213408 4.600551 1.9 1.0 -2.4 -0.250
F 3.543093 0.488031 4.505504 -2.1 0.3 -1.7 -0.303
C 2.240485 2.173073 3.381262 -0.3 2.9 1.3 0.648
F 2.642726 2.871283 4.546958 -0.8 -1.5 -2.3 -0.282
F 0.920441 2.599093 3.149923 3.0 -1.3 0.0 -0.213
F 3.080811 2.607227 2.370895 -2.0 -1.3 1.9 -0.204
C 1.850929 0.864587 -5.067158 -1.1 1.6 -0.4 -0.813
I 3.606740 0.195219 -3.943836 -0.5 0.3 -0.1 -0.182
C 0.691908 1.471814 -4.096163 1.2 0.9 -0.4 0.556
C 0.443172 3.034651 -4.453617 0.3 -0.1 1.2 -0.824
C 2.511863 -1.559732 -7.488401 1.9 0.2 0.8 -0.646
I 1.628122 -2.858736 -9.035542 0.2 0.3 0.6 -0.092
C 3.659899 -0.679925 -8.185913 -1.6 -0.5 -1.8 -0.462
C 3.298328 0.856697 -8.407165 1.7 0.0 -0.2 -0.785
I 5.613343 -0.972262 -7.190056 -0.7 0.3 -0.5 -0.064
H -3.576944 1.764776 -7.034002 1.3 0.2 -1.0 0.343
H -2.165822 2.816357 -7.552609 -0.3 -1.3 -0.3 0.294
H -2.901244 1.491158 -8.710423 0.5 0.8 1.1 0.302
H -2.179798 -0.393660 -7.333172 0.6 1.3 0.5 0.308
H -1.711715 0.676665 -5.919878 0.5 -0.1 -1.5 0.005
H 0.195280 1.628695 -7.644134 -0.6 -1.0 -0.4 0.188
H -0.059633 -2.856033 -6.211900 -0.2 1.2 1.1 0.287
H -1.198336 -1.654654 -5.452230 1.4 -0.3 0.2 0.400
H 1.338538 -1.840189 -3.677700 -1.2 -0.5 -0.4 0.061
H 0.888876 -3.511111 -4.248561 -0.6 1.5 0.5 0.295
H 2.203742 1.766473 -5.687116 -0.1 -1.4 1.0 0.565
H -0.284890 0.899389 -4.171696 1.3 0.4 0.3 -0.075
H 1.153454 1.474551 -3.055395 -1.2 -0.3 -1.1 0.051
H 0.712478 3.294517 -5.524051 -0.6 -0.4 1.2 0.285
H 1.155345 3.627273 -3.771725 -1.0 -0.7 -1.1 0.335
H -0.612364 3.386126 -4.151561 1.6 -0.6 -0.8 -0.120
H 3.036142 -2.278484 -6.763705 -0.9 0.8 -1.2 0.514
H 3.816862 -1.126968 -9.231983 0.2 0.7 1.7 0.465
H 3.541455 1.416597 -7.451536 -0.7 -0.5 -1.1 0.206
H 2.262358 1.046908 -8.824717 1.1 -0.6 0.8 0.137
H 4.036677 1.252481 -9.196509 -1.0 -0.5 1.2 0.447
C -1.237169 6.015990 1.333070 0.1 0.1 -0.4 -1.128
C -2.042421 4.746157 1.138166 0.4 0.1 0.7 0.164
O -2.830339 4.817386 -0.060546 -0.2 -0.2 -0.9 -0.362
C -2.174696 4.560995 -1.207717 0.7 -0.1 1.5 0.436
O -1.006268 4.291284 -1.272399 -0.7 0.1 -0.6 -0.507
C -3.138933 4.621705 -2.395427 -1.0 0.2 -1.6 0.823
F -3.940072 5.704584 -2.352336 0.4 -0.1 0.4 -0.257
F -3.953337 3.549017 -2.433067 0.4 0.1 0.4 -0.253
F -2.510637 4.664248 -3.583741 0.1 0.0 0.9 -0.248
H -1.891537 6.890945 1.318514 0.0 -0.1 0.1 0.294
H -0.701703 5.989748 2.281372 -0.1 -0.1 -0.1 0.293
H -0.509732 6.149317 0.529591 0.0 -0.1 0.1 0.357
H -2.743395 4.626834 1.967048 -0.2 0.0 -0.3 0.325
H -1.402544 3.860323 1.127689 0.0 0.1 -0.2 0.061
C -1.165305 -5.494260 1.783429 0.1 -0.4 0.0 -0.536
C -2.627810 -5.254492 2.102688 0.6 0.7 0.0 -0.155
O -3.414038 -6.420867 1.810501 -0.5 -0.9 0.4 -0.371
C -3.387297 -7.393972 2.738019 0.8 1.6 0.1 0.362
O -2.759244 -7.341245 3.760346 -0.5 -0.6 -0.4 -0.511
C -4.298266 -8.547588 2.324812 -0.9 -1.4 -0.5 0.866
F -4.128383 -8.900380 1.036554 0.2 0.4 0.3 -0.245
F -5.600661 -8.230446 2.467241 0.4 0.3 0.1 -0.251
F -4.090738 -9.655351 3.054073 0.2 0.6 0.0 -0.246
H -1.048405 -5.824939 0.748724 -0.1 0.2 0.0 0.310
H -0.584674 -4.583264 1.931902 -0.1 -0.1 0.0 -0.201
H -0.745690 -6.278195 2.417428 -0.1 0.1 0.1 0.441
H -3.012414 -4.450969 1.470832 -0.2 -0.3 -0.1 0.262
H -2.768981 -4.943523 3.140711 0.0 -0.3 0.0 0.330
C 1.781097 6.867717 7.328819 -0.2 -0.3 -0.2 -1.094
C 1.253568 8.275980 7.133118 0.6 -0.1 0.6 -0.206
O 0.432403 8.355610 5.957814 -0.9 0.0 -0.4 -0.317
C -0.832242 7.916689 6.094594 1.2 0.1 1.3 0.300
O -1.290932 7.474638 7.112090 -0.3 0.2 -0.8 -0.506
C -1.603093 8.101023 4.789628 -1.0 0.1 -1.6 0.954
F -0.903660 7.684525 3.715910 0.1 0.2 0.7 -0.252
F -1.910387 9.394076 4.567898 0.3 -0.2 0.4 -0.263
F -2.762197 7.425937 4.773368 0.5 0.1 0.5 -0.245
H 2.304569 6.526681 6.432163 0.1 0.1 0.1 0.282
H 2.467076 6.827669 8.176927 0.0 0.1 -0.1 0.380
H 0.967262 6.162875 7.509712 0.0 0.1 0.1 0.320
H 2.089410 8.961296 6.978064 -0.2 0.0 -0.3 0.321
H 0.706951 8.628141 8.011117 -0.2 -0.1 -0.2 0.319
C 4.499473 -3.658907 4.674392 0.1 -0.2 0.3 -0.884
C 4.668207 -4.407660 3.366686 -0.4 0.7 0.0 -0.145
O 5.581402 -5.506006 3.520203 0.2 -1.0 0.2 -0.348
C 5.071393 -6.620029 4.075298 -0.9 1.5 -0.4 0.370
O 3.933348 -6.737545 4.439399 0.7 -0.5 0.0 -0.508
C 6.131190 -7.717607 4.134972 1.2 -1.3 0.2 0.841
F 7.312900 -7.266178 4.598685 -0.5 0.2 -0.1 -0.246
F 6.372509 -8.244558 2.918730 -0.4 0.4 0.1 -0.250
F 5.773535 -8.736985 4.931310 -0.3 0.6 -0.2 -0.241
H 5.470615 -3.340733 5.062185 0.0 0.1 -0.1 0.313
H 3.868621 -2.781271 4.536737 0.1 -0.1 0.0 0.106
H 4.045015 -4.294014 5.437555 -0.1 0.0 -0.1 0.340
H 5.101803 -3.741955 2.617535 0.2 -0.3 0.0 0.331
H 3.709565 -4.753880 2.973082 0.1 -0.2 0.1 0.343
C -2.622817 -0.449516 1.951385 -0.1 0.3 0.2 0.068
C -4.075487 -0.513632 1.523011 0.7 0.0 -0.5 -0.540
O -4.938969 -0.677353 2.661074 -0.7 0.4 0.8 -0.332
C -5.209233 0.440146 3.357751 1.0 -0.1 -1.5 0.396
O -4.778668 1.529030 3.089826 -0.5 -0.3 0.6 -0.512
C -6.169469 0.132626 4.504373 -1.0 -0.3 1.4 0.850
F -5.811788 -0.968581 5.192931 0.2 0.2 -0.4 -0.244
F -7.423625 -0.083028 4.060672 0.4 0.1 -0.3 -0.254
F -6.244368 1.132539 5.396731 0.3 -0.1 -0.6 -0.245
H -2.359989 -1.326727 2.549496 0.0 0.0 -0.1 0.318
H -1.964311 -0.404265 1.078588 -0.7 0.1 0.8 -0.308
H -2.433349 0.428040 2.573614 -0.1 0.0 -0.1 0.428
H -4.230252 -1.386030 0.884492 -0.2 0.0 0.3 0.376
H -4.364259 0.365628 0.942354 -0.1 0.0 0.3 0.370